(1)
Here is an isolated molecule of C3H2O3 in a non-equilibrium geometry from the Open Molecules 2025 dataset. Energies are from wB97M-V/def2-TZVPD.

Properties
SMILES string: O=C=COC=O

Geometry as ORCA input:
```
! RIJCOSX wB97M-V def2-TZVPD def2/J DEFGRID3
* xyz 0 1
O -0.35 1.14 -2.12
C 0.19 0.39 -1.40
C 0.77 -0.43 -0.54
O 0.04 -0.99 0.51
C -0.64 -0.05 1.24
O -1.78 -0.20 1.57
H 1.81 -0.70 -0.67
H -0.04 0.86 1.41
*
```

Per-atom natural (NBO) charges, elementary charge units: -0.41 0.66 -0.24 -0.49 0.64 -0.51 0.24 0.12

***

(2)
Here is the ion C4H5N6 with charge -1 in a non-equilibrium geometry from the Open Molecules 2025 dataset. Energies are from wB97M-V/def2-TZVPD.

Geometry as ORCA input:
```
! RIJCOSX wB97M-V def2-TZVPD def2/J DEFGRID3
* xyz -1 1
C -0.46 1.10 0.35
C -0.43 -0.13 0.90
C 0.37 1.31 -0.80
C 0.51 -1.14 0.43
N 1.74 0.78 -2.33
N 0.66 2.43 -1.46
N 1.52 2.05 -2.40
N 1.02 0.26 -1.34
N -1.24 -0.47 2.01
N -0.01 -2.21 -0.16
H -1.06 1.91 0.74
H -0.77 -1.12 2.63
H -1.53 0.36 2.51
H 0.63 -2.89 -0.55
H -0.95 -2.24 -0.54
*
```

Per-atom natural (NBO) charges, elementary charge units: -0.35 0.05 0.20 0.14 -0.17 -0.39 -0.17 -0.36 -0.82 -0.77 0.20 0.36 0.36 0.38 0.34

***

(3)
Here is a structure of composition C31H27IrN6O2PSe in a non-equilibrium geometry from the Open Molecules 2025 dataset. Energies are from wB97M-V/def2-TZVPD.

Properties
⟨S²⟩: 1.026

Geometry as ORCA input:
```
! RIJCOSX wB97M-V def2-TZVPD def2/J DEFGRID3
* xyz 2 2
Ir 0.73 -0.69 -0.61
C -2.26 -1.99 -1.83
N -1.04 -1.37 -2.36
C -1.26 -0.26 -3.28
C -0.06 0.63 -3.32
N 0.76 0.78 -2.30
C 1.70 1.72 -2.68
C 2.80 2.26 -2.02
C 3.51 3.24 -2.67
C 3.18 3.66 -3.96
C 2.12 3.11 -4.65
C 1.38 2.15 -3.99
N 0.27 1.42 -4.35
C -2.20 -2.07 -0.33
N -1.20 -1.57 0.37
C -1.54 -1.75 1.70
C -0.89 -1.38 2.87
C -1.52 -1.66 4.06
C -2.76 -2.29 4.11
C -3.43 -2.67 2.96
C -2.80 -2.38 1.76
N -3.17 -2.58 0.44
H -2.41 -3.00 -2.23
H -3.13 -1.39 -2.10
H -0.49 -2.08 -2.84
H -2.11 0.34 -2.93
H -1.49 -0.61 -4.30
H 3.08 1.92 -1.04
H 4.36 3.69 -2.18
H 3.78 4.42 -4.43
H 1.87 3.42 -5.65
H -0.20 1.48 -5.25
H 0.08 -0.91 2.83
H -1.03 -1.39 4.99
H -3.22 -2.47 5.07
H -4.39 -3.16 2.99
H -4.02 -3.03 0.13
O 1.81 4.20 1.67
C 1.27 3.17 1.50
O 0.89 2.66 0.25
C 0.82 2.04 2.40
P 0.23 1.24 0.83
C -1.55 1.61 0.74
C -2.03 2.04 -0.49
C -3.37 2.36 -0.63
C -4.22 2.24 0.45
C -3.74 1.80 1.67
C -2.40 1.48 1.83
C 1.91 -1.53 0.92
C 1.60 -2.75 1.53
C 2.52 -3.31 2.46
C 3.80 -2.87 2.52
C 4.27 -1.82 1.57
C 3.13 -0.94 1.11
H 0.05 2.32 3.12
H 1.64 1.55 2.92
H -1.34 2.15 -1.31
H -3.74 2.71 -1.58
H -5.26 2.52 0.35
H -4.40 1.73 2.52
H -2.03 1.14 2.78
H 0.67 -3.26 1.35
H 2.18 -4.11 3.09
H 4.52 -3.30 3.20
H 5.14 -1.26 1.92
H 3.39 0.05 0.77
Se 2.21 -2.00 -2.01
C 4.54 -2.48 0.30
N 4.49 -2.94 -0.75
*
```

Per-atom natural (NBO) charges, elementary charge units: 0.64 -0.27 -0.63 -0.27 0.41 -0.57 0.15 -0.21 -0.18 -0.18 -0.22 0.10 -0.50 0.43 -0.48 0.06 -0.25 -0.19 -0.19 -0.22 0.17 -0.51 0.24 0.24 0.41 0.23 0.22 0.21 0.23 0.24 0.24 0.44 0.21 0.23 0.24 0.24 0.45 -0.45 0.78 -0.76 -0.82 1.32 -0.34 -0.23 -0.19 -0.18 -0.20 -0.22 -0.29 0.05 -0.29 0.04 -0.46 0.06 0.29 0.27 0.22 0.23 0.24 0.24 0.22 0.24 0.26 0.26 0.30 0.24 -0.07 0.30 -0.24

***

(4)
Here is a cluster of 2 separate species, C2H6N2O2 in total in a non-equilibrium geometry from the Open Molecules 2025 dataset. Energies are from wB97M-V/def2-TZVPD.

Properties
SMILES string: [H]/N=[N+](/C)[O-].C=O

Geometry as ORCA input:
```
! RIJCOSX wB97M-V def2-TZVPD def2/J DEFGRID3
* xyz 0 1
H -0.37 1.64 1.00
N 0.45 1.10 1.08
N 0.66 0.28 0.19
C 1.73 -0.68 0.28
O -0.05 0.05 -0.84
H 1.48 -1.56 0.75
H 2.16 -0.74 -0.69
H 2.39 -0.25 0.96
C -2.11 0.07 -0.68
O -2.51 1.24 -0.62
H -1.82 -0.71 0.16
H -2.01 -0.45 -1.59
*
```

Per-atom natural (NBO) charges, elementary charge units: 0.37 -0.39 0.34 -0.43 -0.48 0.23 0.23 0.22 0.30 -0.59 0.09 0.11

***

(5)
Here is a cluster of 2 separate species, C7H10F3N2 in total in a non-equilibrium geometry from the Open Molecules 2025 dataset. Energies are from wB97M-V/def2-TZVPD.

Geometry as ORCA input:
```
! RIJCOSX wB97M-V def2-TZVPD def2/J DEFGRID3
* xyz 1 1
C 2.35 0.31 0.70
C 1.75 -0.70 -0.10
C 1.94 1.48 1.13
C -0.91 0.60 0.62
C 0.50 -0.88 -0.53
C 1.62 2.52 2.02
C -2.29 1.13 0.68
N -0.74 -0.37 -0.21
N -2.83 -1.60 -1.49
F -2.20 2.48 0.88
F -3.15 0.97 -0.32
F -2.90 0.49 1.65
H 3.53 0.23 0.64
H 2.60 -1.22 -0.49
H 0.54 -1.65 -1.35
H 1.81 3.55 1.60
H 2.00 2.33 3.11
H 0.57 2.56 2.06
H -1.58 -0.71 -0.73
H -3.32 -0.91 -2.03
H -3.25 -2.52 -1.69
H -2.99 -1.48 -0.50
*
```

Per-atom natural (NBO) charges, elementary charge units: -0.33 -0.27 0.56 0.07 0.10 -0.81 0.85 -0.56 -1.08 -0.32 -0.32 -0.30 0.34 0.25 0.25 0.30 0.31 0.36 0.44 0.39 0.40 0.36

***

(6)
Here is a cluster of 2 separate species, C4H9N2O in total in a non-equilibrium geometry from the Open Molecules 2025 dataset. Energies are from wB97M-V/def2-TZVPD.

Geometry as ORCA input:
```
! RIJCOSX wB97M-V def2-TZVPD def2/J DEFGRID3
* xyz 1 1
C 0.99 -0.99 -0.11
C 1.58 0.23 0.57
C -0.38 -0.38 -0.75
C -1.79 -0.74 0.03
N 0.71 1.27 0.14
N -0.24 0.98 -0.54
O -1.68 2.67 0.10
H 1.63 -1.44 -0.92
H 0.69 -1.79 0.67
H 1.61 0.18 1.59
H 2.53 0.46 0.22
H -0.46 -0.43 -1.86
H -2.64 -1.07 -0.68
H -2.13 0.22 0.43
H -1.39 -1.44 0.82
H 0.97 2.28 0.30
*
```

Per-atom natural (NBO) charges, elementary charge units: -0.44 -0.29 -0.12 -0.59 -0.11 0.10 -0.05 0.27 0.25 0.25 0.25 0.28 0.27 0.24 0.24 0.45

***

So what do the calculations give for DFT total energy? Going down the list: -9283.7295 -13167.7568 -123078.7110 -9242.0801 -18541.2906 -9307.2134 eV.
So what do the calculations give for relative energy (zero: lowest compared OMol25 entry of this formula, charge and spin)? Going down the list: 41.4 41.6 80.6 120.8 65.1 203.0 kcal/mol.
So what do the calculations give for molar mass? Going down the list: 86.05 137.13 817.75 90.08 179.17 101.13 g/mol.